No. 1
{
  "formula": "C2H6Se",
  "method": "wB97M-V/def2-TZVPD",
  "symbols": ["H", "H", "C", "H", "C", "Se", "H", "H", "H"],
  "xyz": [[2.11152, 1.00050, -0.10338], [-0.24856, -1.56896, 0.39023], [0.13278, -0.63204, -0.19070], [-1.90465, 0.33769, -0.03268], [-0.86288, 0.47233, 0.21382], [1.93262, -0.34015, 0.30039], [-0.41691, 1.34733, -0.25597], [-0.94618, 0.61424, 1.47617], [0.20226, -1.23094, -1.79787]],
  "forces_ev_per_angstrom": [[-0.16, 1.30, -0.54], [1.24, 1.23, -1.39], [-2.08, -3.28, -1.37], [-0.08, -0.28, -0.66], [1.01, 0.47, 2.31], [0.66, -1.47, 0.89], [-0.74, 0.65, 0.40], [0.85, -0.43, -3.54], [-0.68, 1.80, 3.91]],
  "charge": 0,
  "e_lumo_ev": 0.51,
  "total_energy_ha": -2481.09105,
  "relative_energy_kj_mol": 266.4,
  "e_homo_ev": -8.5
}

***

No. 2
{
  "formula": "C4H12N2S",
  "method": "wB97M-V/def2-TZVPD",
  "symbols": ["S", "H", "H", "C", "H", "H", "C", "H", "H", "H", "H", "H", "N", "N", "H", "C", "H", "C", "H"],
  "xyz": [[-2.12473, 1.23851, -2.16113], [-1.36336, 1.97241, -1.23675], [-0.44734, -0.78588, 1.05547], [-1.62616, -0.39951, -1.50730], [1.23724, -0.40380, 3.24815], [1.71085, -0.76936, -0.88687], [0.73395, -0.34726, -0.64904], [0.74358, 1.61828, 1.20076], [-1.75887, -0.06251, -0.46194], [-2.32796, -1.19811, -1.91037], [2.08649, 0.52905, 1.13014], [0.23555, 0.97565, 3.49130], [0.46193, -0.59741, 0.78305], [1.09032, 0.49254, 2.96503], [0.90529, 0.70234, -0.96757], [1.06365, 0.55232, 1.49770], [-0.03467, -0.67050, -2.61996], [-0.22977, -0.92644, -1.58848], [-0.35600, -1.92032, -1.38220]],
  "forces_ev_per_angstrom": [[1.22, 0.67, 0.03], [-0.82, -0.71, -0.99], [-2.27, -0.10, 0.18], [-1.69, 0.55, 1.66], [0.30, -2.94, 1.27], [0.17, -0.29, 0.19], [1.15, 0.34, 0.06], [-0.28, -1.53, 0.25], [-0.80, -1.52, -0.07], [0.45, 1.37, 0.85], [0.38, 0.04, 0.22], [2.47, -1.77, -1.84], [2.64, 2.07, -0.71], [-2.78, 4.31, -0.51], [-0.49, 0.10, 0.84], [0.12, 0.89, 0.60], [1.22, -0.72, -0.46], [-1.13, 2.16, -1.54], [0.16, -2.91, -0.04]],
  "charge": 0,
  "smiles": "NCNCCCS",
  "e_lumo_ev": 0.78,
  "total_energy_ha": -667.22877,
  "relative_energy_kj_mol": 173.6,
  "e_homo_ev": -9.0
}

***

No. 3
{
  "formula": "C25H41BBeCl4F5Li2N2O18S",
  "method": "wB97M-V/def2-TZVPD",
  "symbols": ["H", "H", "O", "C", "H", "O", "F", "H", "O", "F", "N", "H", "C", "C", "O", "C", "H", "O", "H", "O", "H", "H", "H", "C", "F", "H", "H", "H", "H", "C", "C", "Li", "H", "C", "H", "F", "C", "H", "H", "H", "H", "F", "C", "B", "H", "H", "C", "N", "C", "C", "H", "O", "C", "Cl", "H", "H", "H", "C", "H", "H", "Be", "O", "O", "O", "H", "H", "C", "O", "C", "C", "O", "H", "C", "C", "C", "H", "H", "O", "H", "H", "O", "O", "Li", "H", "Cl", "H", "C", "C", "C", "Cl", "O", "H", "O", "S", "O", "H", "H", "C", "H", "Cl"],
  "xyz": [[4.16171, -3.85735, 5.87347], [0.49972, 3.82045, 0.11121], [-7.55082, -5.36799, -2.01281], [5.52878, -3.39979, 4.29873], [1.10403, 7.74616, 1.66286], [3.80390, 3.96054, -2.86593], [-1.90868, 2.27725, 1.37100], [-3.33283, 0.77402, -0.43913], [0.54653, 2.11043, 5.79127], [-2.67784, -6.21927, 2.52080], [0.28639, 0.94910, 5.43521], [4.37439, -2.11938, 5.56635], [-0.20384, -2.75505, -2.86386], [5.39252, 1.13403, -3.24750], [1.20764, 0.16338, 5.15816], [-3.15054, -7.78661, -0.32762], [-0.22264, 6.56598, 1.71836], [2.32889, 2.16504, -1.83901], [-0.02798, 2.85086, -2.14197], [5.21199, -4.40444, 3.66391], [-3.14152, -0.25049, 1.13423], [0.63774, 0.22072, -0.99323], [1.25502, 1.44452, -3.47833], [0.36037, 2.63734, 0.09608], [0.00041, 2.97640, 2.64169], [1.55548, -1.55521, -2.00485], [1.38799, -4.49063, 1.89938], [0.89526, 9.22314, -0.04685], [2.03054, -3.20197, -2.78766], [1.26687, -2.68852, -2.06721], [-2.17180, -1.16364, -0.73132], [-7.61361, -1.28948, -0.41184], [6.53039, 1.18831, -1.38002], [-5.13471, -2.29863, -0.94930], [6.12500, -1.45348, 3.63873], [-1.14840, -5.46458, 0.85356], [-0.20248, 0.62044, -1.70147], [2.88804, -3.22963, 1.79526], [-2.31330, 0.38817, -2.42578], [-0.08392, -3.34152, -3.89178], [-5.53721, -0.02761, -0.75490], [-0.03870, 0.69014, 1.65627], [2.38954, -4.18975, 1.35062], [-2.36787, -6.21841, 1.09955], [6.94058, -2.80037, 2.81357], [-6.81361, -3.48889, -1.18659], [-1.50249, -0.36166, -2.03900], [0.46155, 8.52730, -0.63614], [-4.89300, -0.87149, -0.21029], [2.19894, -4.11984, -0.30971], [-1.27775, -1.20457, 0.06132], [-3.30125, -8.83226, -0.93853], [-0.47900, 2.17757, -1.26981], [-1.97078, 10.19170, 0.40822], [-0.93867, -3.42399, -2.20742], [3.14554, -5.08606, 1.57014], [5.57410, 0.14625, -3.67771], [5.49428, 1.13306, -1.72455], [-1.74832, -1.48732, -3.93721], [6.08781, 1.85616, -3.68845], [-6.91361, 9.55867, -0.41799], [0.16701, -0.50802, -3.99588], [1.04359, -3.35938, -0.78486], [-3.48146, -5.63953, 0.34025], [-4.85747, -3.25232, -0.29048], [-1.62301, 2.42396, -1.20941], [0.22516, 7.24470, -0.24618], [-2.21742, -7.59465, 0.61470], [4.89216, -3.08000, 5.62482], [-3.37950, -0.34680, -0.03032], [-4.85209, -6.43366, -1.27521], [7.40585, -2.38838, 4.47906], [-0.81812, -1.27797, -3.21977], [-3.31364, 9.72240, -0.66460], [0.65194, 6.89289, 1.14954], [5.01625, 0.24523, -1.29817], [-2.37191, -2.27114, -1.03443], [4.76460, 2.28047, -1.29304], [-6.87640, -5.75391, -2.54144], [1.38535, 6.08310, 1.10492], [-0.30559, 6.44268, -1.00606], [-0.89499, 0.57367, 5.35619], [4.18639, -4.42661, 7.45339], [-5.37943, -0.95656, 0.87554], [-3.79434, 8.04280, -0.31449], [5.65531, -3.05427, 6.40674], [0.31995, 0.77230, -3.27333], [6.56812, -2.44257, 3.77937], [-3.92564, -6.58765, -0.49590], [-2.78894, 9.84825, -2.36274], [-6.55932, -2.51715, -1.35100], [0.18244, 8.78841, -1.57308], [4.06561, 1.57086, -3.53257], [3.59194, 2.61718, -2.37443], [3.08405, -4.80727, -1.02942], [1.42016, 2.14271, 0.01569], [-0.55777, 1.42706, -3.72342], [-0.42367, 2.12915, 1.46820], [-4.50957, -2.40397, -1.94280], [-4.70034, 10.80677, -0.38953]],
  "forces_ev_per_angstrom": [[-0.33, 0.07, -1.01], [-0.59, -2.64, 0.14], [-0.96, 1.12, 1.35], [0.00, -1.95, -1.98], [-0.03, -0.15, -0.01], [-0.65, -1.78, 0.91], [4.63, -0.87, 0.67], [-0.13, -2.46, 0.92], [-0.18, -0.75, -0.20], [0.40, 0.11, -1.93], [-0.13, 0.33, 0.03], [0.04, -0.04, 0.24], [0.20, -0.23, 0.13], [0.79, 0.15, 0.08], [-0.27, 0.17, 0.12], [2.74, -5.09, 0.15], [0.16, -0.10, -0.09], [1.97, 0.91, -0.76], [-1.09, -1.31, 2.04], [0.29, 1.59, 1.45], [-0.61, -0.33, -2.63], [-1.81, 0.23, -1.33], [-1.56, -2.35, 0.33], [-0.94, -0.03, -0.13], [-1.52, -3.24, -3.38], [-0.41, -2.21, 0.52], [1.88, 1.03, -1.32], [-0.09, -0.33, -0.15], [-1.24, 0.65, 1.92], [-1.44, 0.29, -2.81], [2.07, 0.13, -0.08], [0.35, -0.20, -0.26], [-0.25, 0.23, -0.01], [1.54, -1.47, -0.40], [0.14, 0.04, 0.18], [-1.59, -0.85, 0.33], [0.47, 0.93, -1.42], [-1.27, -1.59, -1.07], [1.47, -1.59, 0.19], [-0.14, 1.41, 2.19], [1.32, -1.71, 0.74], [-1.78, 4.43, 0.17], [0.02, -1.23, -0.30], [2.07, 1.02, 2.53], [-0.17, 0.01, 0.28], [0.62, 1.36, -0.83], [1.38, 0.76, 1.23], [0.14, 0.11, -0.21], [-1.69, -0.24, 0.49], [3.19, -2.84, -1.27], [-2.07, -0.11, -1.68], [-0.07, 1.80, 0.77], [0.48, 0.51, -0.15], [-0.76, 0.07, -0.21], [1.51, 1.63, -1.34], [-1.63, 2.05, -0.82], [-0.31, 0.17, 0.03], [0.10, -0.76, -0.16], [2.02, 0.26, 1.19], [0.00, -0.11, 0.07], [-0.31, -0.25, -0.01], [-0.21, 0.54, 2.70], [4.16, -0.96, 0.22], [-0.89, -0.90, -1.22], [-0.26, 2.36, -1.17], [2.22, -0.46, 0.10], [-0.22, -0.18, -0.67], [-1.13, 0.15, -0.99], [-0.20, 0.05, 0.57], [0.67, 1.14, 0.48], [0.65, -0.27, 0.52], [-0.08, 0.21, 0.02], [-2.36, -1.27, -0.94], [0.71, -0.51, -0.16], [0.12, 0.15, 0.26], [0.08, 0.03, -0.07], [0.01, 2.07, 0.70], [-0.65, 0.44, -0.80], [1.37, -0.81, -0.95], [-0.19, 0.05, 0.05], [0.21, 0.32, 0.51], [0.65, 0.18, 0.03], [-0.03, -0.13, 0.36], [0.99, 0.10, -2.08], [0.08, 0.48, -0.08], [0.26, 0.38, 0.03], [-2.46, 1.46, -0.22], [-0.07, -0.15, -0.20], [-2.47, 4.33, -0.29], [-0.23, 0.01, 0.54], [0.08, -0.57, 1.46], [0.12, -0.06, 0.23], [-0.71, 0.40, 1.05], [0.51, 0.57, -0.34], [-5.66, 4.70, 3.55], [-2.36, 0.93, 0.73], [1.57, -0.91, 0.80], [0.62, 0.63, -0.25], [-1.20, 0.48, 2.04], [0.33, 0.30, 0.02]],
  "charge": 1,
  "e_lumo_ev": -8.41,
  "total_energy_ha": -5233.09499,
  "e_homo_ev": -9.4
}

***

No. 4
{
  "formula": "C44H28BF2HgN4",
  "method": "wB97M-V/def2-TZVPD",
  "symbols": ["H", "C", "C", "C", "N", "C", "N", "C", "C", "Hg", "N", "C", "H", "H", "C", "H", "C", "C", "H", "H", "C", "H", "C", "C", "H", "F", "H", "H", "C", "C", "H", "C", "C", "H", "H", "C", "C", "C", "C", "H", "C", "H", "B", "H", "C", "C", "H", "N", "C", "C", "H", "H", "F", "C", "C", "H", "C", "C", "C", "C", "C", "C", "H", "C", "H", "C", "H", "H", "C", "C", "C", "C", "C", "C", "C", "H", "H", "C", "H", "H"],
  "xyz": [[2.61800, -3.23790, -6.84710], [0.90630, -4.89870, 0.62880], [1.60860, 1.68180, 2.30520], [1.10070, -3.01270, -2.49210], [1.31080, -2.77440, -0.05450], [-1.30900, -0.48830, -3.49670], [0.08460, -0.90320, -1.76490], [2.48530, -4.89440, -3.38590], [1.15080, -4.18180, 3.41750], [1.76050, -0.58640, -0.23770], [0.29620, 1.07620, 0.33550], [1.90920, -3.09000, -4.83970], [1.02080, 2.63080, 4.82280], [3.62650, -6.46980, -4.24820], [-0.91000, -0.08500, -2.18070], [0.53880, -7.02900, 5.99130], [1.14890, -3.54230, -1.14370], [-2.78310, 1.41200, -1.48280], [-2.62890, 3.02480, -0.06290], [4.66640, 5.11450, 2.61930], [1.94350, -5.61380, 5.19600], [-4.96780, 3.63480, -0.08200], [1.35360, -3.14450, 2.38640], [-5.09820, 0.94760, -2.10890], [2.15440, 0.58420, 5.00020], [5.10080, -0.06860, -0.28150], [3.63630, -5.47990, -6.52070], [-0.60380, -2.13720, -4.74410], [-5.55330, 2.06980, -1.42770], [-0.52310, 1.71570, -0.50680], [3.13820, -4.14160, 4.20930], [3.11940, -5.52790, -4.42920], [0.31540, -1.83650, -2.71960], [-1.30830, -6.23300, 4.54930], [4.02320, 5.67540, 4.94080], [0.91100, 2.00650, 1.12700], [-4.63170, 2.80220, -0.69150], [-3.29600, 2.47620, -0.70550], [2.21730, 2.79330, 3.05440], [-0.90880, -4.45020, 2.90100], [2.16310, -4.60150, 4.27930], [-0.85190, 3.90370, -0.91800], [3.86990, 0.39330, -0.63780], [-5.80940, 0.30430, -2.61820], [-1.39930, 1.02640, -1.42990], [0.52060, 3.31220, 0.68520], [0.88090, 4.24890, 1.07460], [1.55670, -0.73610, 2.03170], [3.13870, -4.97140, -5.70190], [1.73480, 0.36030, 2.80430], [-6.60260, 2.33210, -1.42640], [3.50870, 3.28640, 1.42810], [4.11780, 1.66340, -1.05740], [1.83700, -1.41240, 4.18150], [0.70340, -6.22330, 5.28630], [-2.01900, 0.01240, -4.13140], [1.96450, -0.05490, 4.15740], [3.51410, 4.87970, 4.41080], [-0.32520, -5.78760, 4.46510], [2.49230, 4.17150, 5.02060], [-0.38930, 3.13270, -0.32150], [-0.10380, -4.78570, 3.54080], [2.55170, -5.32790, -2.40150], [1.84600, 3.14620, 4.35160], [0.75970, -5.74820, 1.27290], [2.55260, -3.72360, -5.87790], [0.66290, -5.71810, -1.38300], [2.74860, -5.93930, 5.84330], [3.87290, 4.56230, 3.10860], [3.22900, 3.53830, 2.44060], [-3.76200, 0.62000, -2.12700], [1.60600, -1.83000, 2.82790], [0.89870, -4.88850, -0.73940], [1.17820, -3.56220, 1.05210], [1.77970, -3.68200, -3.56110], [1.89600, -2.05590, 5.04420], [2.19170, 4.43010, 6.02900], [-0.53230, -1.55960, -3.84020], [-3.46170, -0.30400, -2.59500], [1.53080, -2.09140, -4.99570]],
  "forces_ev_per_angstrom": [[-0.02, 0.05, 0.06], [0.19, 0.14, 0.46], [-0.04, -0.16, -0.07], [-0.11, 0.69, -0.46], [-0.05, -0.72, -0.41], [-0.03, -0.04, -0.15], [-0.36, -0.15, -0.18], [-0.13, -0.05, 0.21], [-0.06, -0.24, 0.25], [2.68, 0.81, -1.02], [-0.61, 0.36, 0.42], [-0.10, 0.14, -0.04], [-0.01, -0.09, 0.03], [0.01, 0.00, 0.03], [-0.02, 0.02, 0.09], [-0.01, 0.01, 0.04], [-0.06, -0.22, 0.99], [-0.71, 0.09, 0.05], [0.02, 0.04, 0.00], [0.00, -0.01, -0.04], [0.03, -0.16, 0.19], [0.02, -0.01, -0.01], [0.13, 0.84, 0.17], [-0.34, 0.11, -0.12], [0.03, 0.09, 0.11], [-0.35, -0.81, 0.13], [-0.01, 0.05, 0.01], [0.02, -0.04, -0.13], [-0.06, -0.05, 0.03], [0.06, 0.28, 0.15], [0.08, 0.06, -0.06], [0.15, -0.12, -0.18], [0.05, -0.32, 0.18], [-0.04, -0.04, -0.03], [0.00, 0.02, 0.02], [-0.18, 0.08, -0.15], [-0.32, 0.15, -0.10], [0.26, 0.00, 0.00], [0.13, 0.19, 0.14], [0.02, 0.02, -0.06], [0.03, 0.09, -0.22], [-0.09, 0.01, 0.02], [-0.05, 0.12, 0.36], [0.04, 0.01, 0.00], [0.79, -0.13, -0.22], [0.18, 0.08, 0.12], [0.01, 0.11, 0.06], [-0.16, 0.40, 0.68], [0.11, -0.14, -0.14], [-0.05, -0.22, -0.56], [-0.07, -0.01, 0.03], [0.05, -0.07, -0.10], [-0.81, 0.17, -0.27], [0.11, 0.18, 0.33], [-0.01, -0.05, 0.10], [-0.16, 0.00, -0.02], [0.10, -0.27, 0.40], [0.06, 0.07, 0.02], [-0.10, -0.14, 0.08], [0.01, 0.12, 0.21], [-0.03, -0.07, -0.16], [0.03, 0.15, 0.00], [-0.07, -0.04, 0.06], [-0.08, -0.03, -0.10], [-0.02, -0.10, 0.03], [0.05, -0.12, -0.27], [0.02, -0.06, -0.12], [0.05, 0.01, 0.00], [0.07, 0.14, 0.04], [0.00, -0.06, -0.01], [0.27, -0.10, -0.04], [-0.29, -0.77, -0.12], [-0.19, 0.13, -0.35], [-0.07, -0.57, -0.03], [0.23, 0.07, -0.20], [0.00, 0.00, 0.05], [-0.04, -0.01, 0.03], [-0.15, 0.04, -0.21], [-0.01, 0.01, -0.03], [-0.01, 0.01, 0.01]],
  "charge": -2,
  "multiplicity": 2,
  "e_lumo_ev": [4.32, 4.14],
  "total_energy_ha": -2290.63195,
  "s2": 1.38,
  "e_homo_ev": [0.0, -1.0]
}